No. 1
# C24H30BF7NO21

A cluster of 8 separate species, C24H30BF7NO21 in total in a non-equilibrium geometry (wB97M-V/def2-TZVPD, OMol25).

Cartesian coordinates (Å):
B 3.6208 0.7505 -0.9881
N 2.1010 0.7399 -1.3785
C 1.2475 1.5572 -0.9368
C 1.4975 3.0257 -0.6022
C -0.1957 1.1183 -0.7430
H 3.9825 1.8365 -0.5074
H 3.8254 -0.1315 -0.1316
H 4.3201 0.4978 -1.9552
H 2.3115 3.4069 -1.2129
H 0.5799 3.5964 -0.7542
H 1.7789 3.1318 0.4497
H -0.7717 1.4420 -1.6235
H -0.6759 1.5945 0.1113
H -0.2283 0.0400 -0.7268
C 7.3696 2.5667 -5.0026
C 7.2560 3.2460 -3.6533
O 6.5853 2.2772 -2.8860
C 6.8880 1.0490 -3.3871
O 6.7250 0.0242 -2.8321
O 7.4448 1.1909 -4.6337
F 6.5030 4.3788 -3.7108
H 6.4756 2.7445 -5.6033
H 8.2539 2.8588 -5.5635
H 8.2079 3.4793 -3.1769
C -3.7914 1.3508 0.7231
C -4.9084 1.9555 1.5429
O -4.3523 3.1963 1.9448
C -3.4427 3.5678 0.9941
O -2.9907 4.6580 0.8933
O -3.1580 2.5250 0.1882
F -5.2037 1.2201 2.6470
H -3.0822 0.8013 1.3409
H -4.1438 0.7079 -0.0779
H -5.8283 2.1329 0.9861
C -0.1075 -4.1239 1.3014
C 0.7451 -3.1583 0.5006
O -0.1631 -2.0908 0.2670
C -1.0465 -2.0674 1.2852
O -1.7738 -1.1643 1.5448
O -0.9953 -3.2264 1.9874
F 1.1220 -3.6835 -0.6829
H -0.6801 -4.7796 0.6465
H 0.4570 -4.7200 2.0124
H 1.6249 -2.7758 1.0192
C 7.3163 1.7488 1.7867
C 6.2656 2.5486 1.0436
O 7.0667 3.2800 0.1183
C 8.1700 2.5526 -0.1357
O 8.9035 2.7301 -1.0550
O 8.3254 1.5769 0.7854
F 5.6312 3.4234 1.8666
H 7.7301 2.3222 2.6191
H 6.9591 0.7868 2.1404
H 5.5242 1.9686 0.4874
C -9.9142 3.7422 -0.2337
C -9.0289 4.0140 -1.4343
O -7.8628 3.2784 -1.1139
C -8.2256 2.2462 -0.3055
O -7.5384 1.3151 -0.0527
O -9.4786 2.4387 0.1653
F -8.7186 5.3227 -1.5624
H -9.7122 4.4563 0.5654
H -10.9753 3.7365 -0.4633
H -9.4260 3.6529 -2.3844
C -2.3551 -4.1036 5.3541
C -1.7066 -5.4701 5.4260
O -0.6527 -5.2551 6.3430
C -1.0225 -4.2364 7.1759
O -0.4896 -3.9759 8.1985
O -2.0932 -3.5867 6.6645
F -1.1945 -5.8684 4.2364
H -1.8732 -3.4748 4.6039
H -3.4234 -4.1374 5.1623
H -2.3526 -6.2626 5.8085
C -1.6810 -3.7584 -3.0976
C -2.1423 -4.8898 -3.9942
O -1.5012 -6.0142 -3.4185
C -1.3046 -5.7497 -2.0959
O -1.0174 -6.5569 -1.2773
O -1.5018 -4.4393 -1.8513
F -1.7314 -4.7460 -5.2756
H -0.7263 -3.3479 -3.4285
H -2.4047 -2.9559 -2.9944
H -3.2208 -5.0592 -3.9927

Charge: -1
Strongest force on any atom in eV/A: 1.6
E_LUMO in eV: 1.5605
Orbital gap in eV: 4.876

And the Mulliken charges, in e, turn out to be: number 1, B, carries 0.83; number 2, N, carries -0.69; number 3, C, carries 0.61; number 4, C, carries -1.33; number 5, C, carries -0.42; number 6, H, carries -0.39; number 7, H, carries -0.27; number 8, H, carries -0.39; number 9, H, carries 0.32; number 10, H, carries 0.42; number 11, H, carries 0.24; number 12, H, carries 0.30; number 13, H, carries 0.20; number 14, H, carries -0.07; number 15, C, carries -0.50; number 16, C, carries 0.37; number 17, O, carries -0.24; number 18, C, carries 0.54; number 19, O, carries -0.43; number 20, O, carries -0.38; number 21, F, carries -0.33; number 22, H, carries 0.29; number 23, H, carries 0.27; number 24, H, carries 0.29; number 25, C, carries -0.27; number 26, C, carries 0.99; number 27, O, carries -0.36; number 28, C, carries 0.68; number 29, O, carries -0.54; number 30, O, carries -0.30; number 31, F, carries -0.31; number 32, H, carries 0.18; number 33, H, carries 0.30; number 34, H, carries -0.30; number 35, C, carries -0.11; number 36, C, carries 0.20; number 37, O, carries -0.31; number 38, C, carries 0.48; number 39, O, carries -0.52; number 40, O, carries -0.23; number 41, F, carries -0.26; number 42, H, carries -0.01; number 43, H, carries 0.32; number 44, H, carries 0.32; number 45, C, carries -0.56; number 46, C, carries 0.96; number 47, O, carries -0.27; number 48, C, carries 0.72; number 49, O, carries -0.57; number 50, O, carries -0.34; number 51, F, carries -0.32; number 52, H, carries 0.26; number 53, H, carries 0.32; number 54, H, carries -0.39; number 55, C, carries -0.43; number 56, C, carries 0.30; number 57, O, carries -0.27; number 58, C, carries 0.68; number 59, O, carries -0.53; number 60, O, carries -0.32; number 61, F, carries -0.28; number 62, H, carries 0.29; number 63, H, carries 0.25; number 64, H, carries 0.29; number 65, C, carries -0.22; number 66, C, carries 0.28; number 67, O, carries -0.31; number 68, C, carries 0.63; number 69, O, carries -0.50; number 70, O, carries -0.32; number 71, F, carries -0.22; number 72, H, carries 0.18; number 73, H, carries 0.28; number 74, H, carries 0.21; number 75, C, carries -0.48; number 76, C, carries 0.33; number 77, O, carries -0.35; number 78, C, carries 0.64; number 79, O, carries -0.51; number 80, O, carries -0.17; number 81, F, carries -0.29; number 82, H, carries 0.29; number 83, H, carries 0.27; number 84, H, carries 0.27

***

No. 2
# C39H46OP2Ti

A structure of composition C39H46OP2Ti in a non-equilibrium geometry (wB97M-V/def2-TZVPD, OMol25).

Cartesian coordinates (Å):
Ti 0.0514 0.9793 1.4915
C -1.8830 1.0448 -3.2130
C -1.7793 -0.2651 -2.9715
C -1.2499 -1.2624 -3.9580
C 0.0360 -0.8789 -4.7550
C 1.0907 -0.1312 -3.9907
C 1.0305 1.1834 -3.7598
C 0.0883 2.1177 -4.4565
C -1.3956 1.6930 -4.4625
C 2.0456 0.4369 2.5114
H -2.4741 1.6900 -2.5529
H -2.2884 -0.6837 -2.1051
H -2.0462 -1.4219 -4.7162
H -1.0922 -2.2347 -3.4613
H 0.4825 -1.8118 -5.1525
H -0.2744 -0.2965 -5.6481
H 1.9897 -0.7108 -3.7276
H 1.8031 1.6692 -3.1668
H 0.4185 2.2283 -5.5018
H 0.1740 3.0982 -3.9698
H -1.9916 2.5958 -4.6281
H -1.5757 1.0289 -5.3188
H 1.7062 1.3325 3.1074
H 3.1284 0.5734 2.4030
H 1.9220 -0.4666 3.1187
P -1.2714 -0.6272 0.3900
P 2.0817 0.0649 0.3317
C -0.1043 -1.3438 -0.7563
C 1.1814 -0.9162 -0.8983
C -2.3427 -2.0505 0.6952
C -2.8059 -2.9332 -0.2954
C -3.5161 -4.0744 0.0887
C -3.7949 -4.3057 1.4394
C -3.4092 -3.3728 2.4115
C -2.6832 -2.2478 2.0389
C -2.4983 0.6471 -0.1489
C -2.0396 1.9707 -0.3062
C -2.9768 2.9688 -0.6207
C -4.3462 2.6961 -0.6321
C -4.7952 1.3812 -0.4675
C -3.8734 0.3634 -0.2596
C 3.5575 -1.0175 0.4046
C 3.3583 -2.3891 0.6413
C 4.4463 -3.2479 0.8216
C 5.7517 -2.7497 0.7370
C 5.9611 -1.3964 0.4467
C 4.8676 -0.5223 0.3011
C 2.6708 1.7060 -0.2575
C 2.3724 2.8511 0.5061
C 2.6887 4.1167 0.0041
C 3.3117 4.2567 -1.2402
C 3.6481 3.1093 -1.9753
C 3.3420 1.8369 -1.4872
H -0.3994 -2.3077 -1.1857
H 1.8116 -1.3523 -1.6904
H -2.6136 -2.7418 -1.3524
H -3.8315 -4.7867 -0.6741
H -4.3000 -5.2249 1.7323
H -3.6536 -3.5373 3.4623
H -2.3664 -1.5056 2.7764
H -0.9550 2.2039 -0.3476
H -2.6328 3.9817 -0.8415
H -5.0738 3.4923 -0.7794
H -5.8585 1.1470 -0.4892
H -4.2214 -0.6670 -0.1837
H 2.3484 -2.7989 0.6675
H 4.2734 -4.3035 1.0374
H 6.6064 -3.4066 0.9045
H 6.9715 -1.0005 0.3416
H 5.0404 0.5402 0.0988
H 1.9215 2.7643 1.5091
H 2.4339 5.0031 0.5927
H 3.5206 5.2526 -1.6444
H 4.1467 3.2122 -2.9435
H 3.5731 0.9460 -2.0823
C -0.4929 -1.4604 4.6910
C -0.8905 0.0016 4.4743
C -2.3707 0.2069 4.7673
C -0.0697 0.9028 5.3892
O -0.6151 0.4148 3.1007
H -0.8378 -1.8147 5.6746
H 0.5915 -1.5670 4.6477
H -0.9202 -2.0996 3.9083
H -2.6122 -0.1019 5.7959
H -2.6242 1.2662 4.6703
H -3.0053 -0.3647 4.0848
H 1.0010 0.7927 5.1848
H -0.3378 1.9520 5.2247
H -0.2563 0.6780 6.4493

Charge: +2
Strongest force on any atom in eV/A: 3.9
E_LUMO (spin up / spin down) in eV: -6.7564 / -6.8948
Orbital gap (spin up / spin down) in eV: 6.782 / 6.651

And the Mulliken charges, in e, turn out to be: number 1, Ti, carries -0.38; number 2, C, carries 0.11; number 3, C, carries 0.04; number 4, C, carries -1.23; number 5, C, carries -1.16; number 6, C, carries 0.05; number 7, C, carries 0.25; number 8, C, carries -0.99; number 9, C, carries -1.28; number 10, C, carries -1.49; number 11, H, carries 0.25; number 12, H, carries 0.67; number 13, H, carries 0.46; number 14, H, carries 0.17; number 15, H, carries 0.51; number 16, H, carries 0.34; number 17, H, carries 0.76; number 18, H, carries -0.44; number 19, H, carries 0.37; number 20, H, carries 0.32; number 21, H, carries 0.50; number 22, H, carries 0.43; number 23, H, carries 0.47; number 24, H, carries 0.65; number 25, H, carries 0.49; number 26, P, carries 2.91; number 27, P, carries 1.98; number 28, C, carries -1.06; number 29, C, carries -1.26; number 30, C, carries -0.20; number 31, C, carries -0.03; number 32, C, carries -0.80; number 33, C, carries -0.80; number 34, C, carries -0.60; number 35, C, carries 0.39; number 36, C, carries 1.05; number 37, C, carries -0.52; number 38, C, carries -0.54; number 39, C, carries -0.72; number 40, C, carries -0.82; number 41, C, carries -0.55; number 42, C, carries 0.41; number 43, C, carries -0.66; number 44, C, carries -0.70; number 45, C, carries -0.56; number 46, C, carries -0.68; number 47, C, carries -0.36; number 48, C, carries 1.51; number 49, C, carries -0.78; number 50, C, carries -0.80; number 51, C, carries -0.78; number 52, C, carries -0.28; number 53, C, carries -0.86; number 54, H, carries 0.84; number 55, H, carries 1.06; number 56, H, carries 0.26; number 57, H, carries 0.48; number 58, H, carries 0.40; number 59, H, carries 0.48; number 60, H, carries -0.35; number 61, H, carries -0.17; number 62, H, carries 0.48; number 63, H, carries 0.45; number 64, H, carries 0.50; number 65, H, carries 0.52; number 66, H, carries 0.34; number 67, H, carries 0.44; number 68, H, carries 0.41; number 69, H, carries 0.44; number 70, H, carries 0.33; number 71, H, carries 0.12; number 72, H, carries 0.48; number 73, H, carries 0.44; number 74, H, carries 0.45; number 75, H, carries 0.61; number 76, C, carries -1.32; number 77, C, carries 1.12; number 78, C, carries -1.41; number 79, C, carries -1.80; number 80, O, carries -0.79; number 81, H, carries 0.47; number 82, H, carries 0.39; number 83, H, carries 0.30; number 84, H, carries 0.44; number 85, H, carries 0.37; number 86, H, carries 0.28; number 87, H, carries 0.38; number 88, H, carries 0.37; number 89, H, carries 0.46

***

No. 3
# C3H6N2

A cluster of 2 separate species, C3H6N2 in total in a non-equilibrium geometry (wB97M-V/def2-TZVPD, OMol25).

Cartesian coordinates (Å):
C 0.7789 0.1391 -0.0057
C 1.9134 0.7897 -0.0182
C -0.0994 -0.9531 0.2136
N -0.6864 0.1132 -0.3437
N -1.7709 0.8046 0.1057
H 2.1330 1.8106 -0.1846
H 2.8812 0.1430 0.1914
H -0.1448 -2.5533 -1.2131
H -0.2899 -1.6620 0.9802
H -2.2933 0.2476 0.9111
H -2.4218 1.1206 -0.6368

Charge: 0
Strongest force on any atom in eV/A: 3.7
Energy relative to the best compared isomer or geometry (same formula, charge and spin) in kJ/mol: 771.5
E_LUMO (spin up / spin down) in eV: 0.0139 / 0.1466
Orbital gap (spin up / spin down) in eV: 7.302 / 8.428

And the Mulliken charges, in e, turn out to be: number 1, C, carries 0.71; number 2, C, carries -0.65; number 3, C, carries -0.87; number 4, N, carries 0.10; number 5, N, carries -0.61; number 6, H, carries 0.31; number 7, H, carries 0.17; number 8, H, carries -0.04; number 9, H, carries 0.36; number 10, H, carries 0.26; number 11, H, carries 0.26

***

No. 4
# C9H14

A cluster of 2 separate species, C9H14 in total in a non-equilibrium geometry (wB97M-V/def2-TZVPD, OMol25).

Cartesian coordinates (Å):
C 3.2822 -2.1340 -1.1832
C 3.5848 -1.8214 0.2715
H 3.5376 -3.1741 -1.3943
H 2.2258 -2.0254 -1.4439
H 3.8313 -1.5224 -1.8979
H 2.7515 -2.0183 0.9484
H 3.8455 -0.7780 0.5052
H 4.4257 -2.4061 0.6342
C -2.6675 0.0576 2.0630
C -1.0051 2.0307 -1.4548
C -1.7200 2.7500 -0.5541
C -0.8717 0.6302 -1.2193
C -2.2643 2.1138 0.5828
C -1.3746 0.0038 -0.0766
C -2.1538 0.6993 0.8112
H -0.5706 2.5065 -2.3273
H -1.8598 3.8202 -0.7046
H -0.4089 -0.0205 -1.9448
H -2.8390 2.7264 1.2593
H -1.2934 -1.0637 0.0199
H -3.6761 -0.3116 1.8869
H -2.7371 0.7351 2.9060
H -2.0426 -0.7981 2.3124

Charge: +1
2S+1: 2
Strongest force on any atom in eV/A: 1.4
Energy relative to the best compared isomer or geometry (same formula, charge and spin) in kJ/mol: 35.8
E_LUMO (spin up / spin down) in eV: -4.5537 / -8.4804
Orbital gap (spin up / spin down) in eV: 9.520 / 5.593

And the Mulliken charges, in e, turn out to be: number 1, C, carries -0.68; number 2, C, carries -0.83; number 3, H, carries 0.27; number 4, H, carries 0.15; number 5, H, carries 0.28; number 6, H, carries 0.25; number 7, H, carries 0.28; number 8, H, carries 0.29; number 9, C, carries -1.34; number 10, C, carries -0.41; number 11, C, carries -0.44; number 12, C, carries -0.24; number 13, C, carries -0.22; number 14, C, carries -0.46; number 15, C, carries 0.97; number 16, H, carries 0.41; number 17, H, carries 0.39; number 18, H, carries 0.41; number 19, H, carries 0.39; number 20, H, carries 0.41; number 21, H, carries 0.34; number 22, H, carries 0.40; number 23, H, carries 0.39

***

Which formula does entry 1 have?
C24H30BF7NO21

***

Among the records above, which one has the lowest strongest force on any atom?
C9H14

***

strongest force on any atom of number 4 (C9H14)?
1.4 eV/A

***

charge of number 2 (C39H46OP2Ti)?
+2